(1)
The following is a DFT calculation (wB97M-V/def2-TZVPD) of C3H14N4 as an isolated structure.

Geometry as XYZ:
```
21
Properties=species:S:1:pos:R:3:nbo_charge:R:1
C 0.77 -1.53 0.47 0.382
N 0.20 -0.56 1.32 -0.840
N 2.18 -1.59 0.62 -0.834
N 0.18 -2.81 0.64 -0.837
H 0.52 -0.92 -0.77 -0.041
H -0.82 -2.76 0.75 0.375
H 0.58 0.37 1.04 0.361
H -0.79 -0.44 1.18 0.385
H 2.62 -0.72 0.35 0.362
H 2.59 -2.37 0.11 0.363
H 0.49 -3.51 -0.02 0.371
C -0.62 1.33 -0.92 -0.239
C -0.20 2.53 -0.08 -0.633
N -1.93 0.84 -0.47 -0.866
H -2.63 1.58 -0.49 0.354
H -2.26 0.11 -1.10 0.359
H -0.65 1.65 -1.98 0.160
H 0.05 0.27 -1.06 0.189
H 0.78 2.89 -0.39 0.216
H -0.90 3.36 -0.18 0.209
H -0.17 2.26 0.98 0.204
```

Values from the calculation:
E_tot ... -341.64387 Ha
Gap between HOMO and LUMO ... 8.72 eV
HOMO ... -7.8 eV



(2)
The following is a DFT calculation (wB97M-V/def2-TZVPD) of an isolated ion of composition CH7BClNOP and charge -1.

Geometry as XYZ:
```
13
Properties=species:S:1:pos:R:3:nbo_charge:R:1
C -0.38 -1.76 -0.18 -0.868
B 0.18 -0.23 -0.41 -0.055
N -0.91 0.63 -1.09 -1.085
P 0.47 0.54 1.43 0.810
O 0.06 2.15 1.17 -0.995
Cl 2.61 0.76 1.57 -0.455
H -1.09 -1.84 0.65 0.189
H 0.41 -2.50 -0.01 0.190
H -0.93 -2.07 -1.07 0.192
H 1.29 -0.26 -0.95 -0.092
H -0.71 1.62 -1.04 0.354
H -0.95 0.38 -2.07 0.340
H -0.04 2.58 2.02 0.474
```

Values from the calculation:
Total charge ... -1
E_tot ... -998.80324 Ha
Gap between HOMO and LUMO ... 7.24 eV
HOMO ... -3.5 eV



(3)
The following is a DFT calculation (wB97M-V/def2-TZVPD) of a 3-piece molecular cluster, C4H12O3 overall.

Geometry as XYZ:
```
19
Properties=species:S:1:pos:R:3:nbo_charge:R:1
C 0.53 -0.63 -2.21 -0.611
C 0.40 -0.98 -0.70 -0.337
C 0.73 -2.49 -0.36 -0.629
C -1.01 -0.67 -0.21 0.465
O -1.54 0.38 -0.47 -0.552
H 1.58 -0.40 -2.40 0.214
H -0.07 0.29 -2.31 0.228
H 0.10 -1.36 -2.90 0.208
H 1.20 -0.38 -0.21 0.255
H 1.73 -2.55 -0.76 0.215
H 0.20 -3.29 -0.95 0.212
H 0.76 -2.61 0.71 0.217
H -1.45 -1.50 0.35 0.112
O 1.44 1.00 2.03 -0.962
H 1.97 1.34 2.75 0.469
H 0.73 1.66 1.98 0.485
O -0.97 2.77 1.30 -0.954
H -1.37 1.97 1.64 0.477
H -0.75 2.59 0.37 0.489
```

Values from the calculation:
SMILES ... CC(C)C=O.O.O
E_tot ... -385.30022 Ha
Gap between HOMO and LUMO ... 10.75 eV
HOMO ... -10.0 eV



(4)
The following is a DFT calculation (wB97M-V/def2-TZVPD) of a 2-piece molecular cluster, C2H3ClN2O2 overall.

Geometry as XYZ:
```
10
Properties=species:S:1:pos:R:3:nbo_charge:R:1
C 0.05 -2.47 0.08 1.039
C -0.51 1.54 0.49 -0.259
N 0.56 0.87 0.18 -0.231
N 0.85 0.17 -0.92 -0.414
O -0.50 -2.98 -0.78 -0.501
O 0.52 -1.84 0.91 -0.538
Cl -0.27 0.40 -2.16 0.075
H -0.54 2.01 1.53 0.205
H -1.18 1.79 -0.28 0.211
H 1.01 0.52 0.95 0.413
```

Values from the calculation:
E_tot ... -798.10597 Ha
Gap between HOMO and LUMO (alpha / beta) ... 8.69 / 8.69 eV
HOMO (alpha / beta) ... -8.2 / -8.2 eV



(5)
The following is a DFT calculation (wB97M-V/def2-TZVPD) of C19H52Ge2N2O2PtSi3 as an isolated structure.

Geometry as XYZ:
```
81
Properties=species:S:1:pos:R:3:lowdin_spin:R:1
Pt 0.27 0.35 0.50 0.773
C -1.67 -4.06 1.31 0.000
O -1.54 -2.97 2.29 0.001
C -1.02 -1.86 1.90 0.005
O -0.58 -1.63 0.75 0.037
N -0.97 -0.93 2.89 0.010
N -0.49 0.36 2.62 0.117
H -1.99 -4.91 1.89 0.000
H -0.70 -4.24 0.85 0.000
H -2.41 -3.78 0.57 0.000
H -1.36 -1.13 3.80 0.002
H 0.27 0.58 3.26 0.000
H -1.23 1.04 2.76 0.000
C 4.27 -3.77 1.26 0.000
C 4.78 -3.36 -0.12 0.002
C 4.53 -1.90 -0.46 0.008
C 3.02 -1.52 -0.53 0.026
Ge 2.32 -0.92 1.18 0.039
C 3.22 0.38 2.31 0.002
C 4.42 -0.25 3.05 0.001
C 4.99 0.70 4.10 0.000
C 5.65 1.94 3.50 0.000
H 4.58 -4.78 1.51 0.000
H 3.18 -3.76 1.31 0.000
H 4.66 -3.11 2.04 0.000
H 4.32 -3.99 -0.89 0.000
H 5.85 -3.55 -0.18 0.001
H 4.96 -1.68 -1.44 0.001
H 5.07 -1.26 0.25 0.000
H 2.42 -2.37 -0.85 0.000
H 2.86 -0.72 -1.25 0.007
H 1.75 -2.02 2.09 0.001
H 2.48 0.69 3.06 0.000
H 3.50 1.26 1.74 0.001
H 5.21 -0.49 2.33 0.000
H 4.13 -1.18 3.53 0.000
H 5.72 0.16 4.70 0.000
H 4.19 1.00 4.79 0.000
H 6.41 1.66 2.77 0.000
H 6.14 2.54 4.27 0.000
H 4.92 2.60 3.01 0.000
C -1.05 4.34 1.73 0.052
Si 0.75 4.38 1.34 0.248
C 1.83 3.63 2.62 0.054
C 1.38 5.87 0.49 0.048
Ge 0.92 2.37 -0.56 0.789
Si -1.11 2.83 -2.39 0.218
C -2.52 2.55 -1.25 0.062
C -0.73 4.56 -2.83 0.035
C -0.87 1.55 -3.67 0.044
Si 3.08 2.56 -2.10 0.186
C 2.66 1.31 -3.39 0.044
C 4.38 2.04 -0.91 0.058
C 3.19 4.31 -2.64 0.020
H -1.17 4.68 2.76 0.010
H -1.47 3.33 1.66 0.003
H -1.63 5.00 1.08 0.000
H 1.73 4.23 3.53 0.010
H 2.88 3.64 2.33 0.000
H 1.53 2.61 2.83 0.001
H 1.42 6.67 1.24 0.011
H 0.72 6.20 -0.31 0.000
H 2.38 5.73 0.10 0.001
H -2.58 3.31 -0.47 0.001
H -2.50 1.56 -0.81 0.003
H -3.44 2.62 -1.86 0.013
H -0.75 5.22 -1.96 0.001
H -1.50 4.91 -3.53 0.008
H 0.23 4.66 -3.33 0.000
H -0.75 0.55 -3.25 0.004
H -0.03 1.77 -4.33 0.000
H -1.78 1.53 -4.27 0.009
H 1.91 0.59 -3.07 0.008
H 3.57 0.74 -3.63 0.006
H 2.32 1.79 -4.30 0.001
H 4.19 1.07 -0.47 0.001
H 4.54 2.78 -0.12 0.000
H 5.32 1.97 -1.49 0.011
H 2.47 4.56 -3.42 0.000
H 4.19 4.46 -3.05 0.005
H 3.08 5.01 -1.81 0.001
```

Values from the calculation:
2S+1 ... 4
Total charge ... +3
E_tot ... -6155.77604 Ha
Expectation value of S² ... 3.759
Gap between HOMO and LUMO (alpha / beta) ... 7.74 / 6.02 eV
HOMO (alpha / beta) ... -17.0 / -17.5 eV



(6)
The following is a DFT calculation (wB97M-V/def2-TZVPD) of one molecule with the formula C3H6OS.

Geometry as XYZ:
```
11
Properties=species:S:1:pos:R:3:nbo_charge:R:1
C 0.70 0.62 0.21 -0.093
C -0.76 0.97 -0.28 -0.644
S -1.64 -0.45 -0.12 0.140
C -0.01 -1.36 0.08 -0.155
O 0.97 -0.71 -0.56 -0.508
H 0.97 0.55 1.16 0.182
H 1.58 1.02 -0.37 0.222
H -1.02 1.96 0.35 0.247
H -0.78 1.02 -1.40 0.246
H -0.02 -2.42 -0.20 0.204
H -0.01 -1.21 1.13 0.159
```

Values from the calculation:
SMILES ... C1CSCO1
E_tot ... -591.22608 Ha
Gap between HOMO and LUMO ... 9.27 eV
HOMO ... -8.3 eV



(7)
The following is a DFT calculation (wB97M-V/def2-TZVPD) of C4H12NPS as an isolated structure.

Geometry as XYZ:
```
19
Properties=species:S:1:pos:R:3:nbo_charge:R:1
C 2.46 -0.85 -1.04 -0.617
C -1.54 0.62 -1.19 -0.999
C -1.77 1.40 1.52 -1.011
C 1.62 -1.24 0.17 -0.236
N 1.01 -0.09 0.85 -0.780
P -1.34 -0.07 0.52 1.272
S -2.24 -1.67 1.03 -0.486
H 3.07 -0.10 -0.74 0.201
H 3.15 -1.60 -1.33 0.215
H 1.68 -0.58 -1.78 0.198
H -2.10 1.59 -1.19 0.249
H -0.55 0.67 -1.68 0.253
H -2.26 -0.06 -1.76 0.262
H -2.71 1.86 1.14 0.249
H -2.01 1.04 2.57 0.265
H -0.78 2.11 1.54 0.258
H 0.85 -1.93 0.00 0.197
H 2.22 -1.93 0.92 0.173
H 1.24 0.83 0.46 0.338
```

Values from the calculation:
E_tot ... -953.82363 Ha
Gap between HOMO and LUMO ... 8.47 eV
HOMO ... -8.4 eV



(8)
The following is a DFT calculation (wB97M-V/def2-TZVPD) of one molecule with the formula C3H4F2O2.

Geometry as XYZ:
```
11
Properties=species:S:1:pos:R:3:nbo_charge:R:1
O 0.98 1.65 0.97 -0.683
C 0.84 0.64 -0.03 0.003
C -0.51 0.51 -0.71 -0.008
O -0.51 0.17 -2.09 -0.678
C -0.08 -0.50 0.31 0.626
F 0.18 -1.77 -0.01 -0.313
F -0.81 -0.52 1.44 -0.317
H 1.23 1.15 1.78 0.479
H 1.69 0.37 -0.65 0.210
H -1.30 1.21 -0.40 0.203
H -1.14 -0.57 -2.11 0.478
```

Values from the calculation:
SMILES ... O[C@@H]1[C@@H](O)C1(F)F
E_tot ... -466.85921 Ha
Gap between HOMO and LUMO ... 10.93 eV
HOMO ... -10.2 eV